Record 1
Molecular formula: C23H26BN2O2
Method: DFT, ωB97M-V with the def2-TZVPD basis set

Structure (XYZ):
```
54
Properties=species:S:1:pos:R:3:mulliken_charge:R:1
C -2.2074 3.8421 4.7971 -0.780
O -0.9119 4.3632 4.4782 -0.379
C -0.2219 3.9660 3.3885 1.021
C 1.0360 4.6043 3.2754 -0.702
C 1.8279 4.3193 2.2117 -0.269
N 1.4198 3.4697 1.2256 -0.044
B 2.3301 3.2485 0.0982 0.222
H 0.7781 -0.1825 -1.0473 0.241
C 0.2290 2.7890 1.3620 -0.386
C -0.6381 2.9991 2.4271 -0.623
H -2.4161 4.3962 5.7086 0.238
H -2.9137 4.0726 4.0000 0.357
H -2.1463 2.7678 4.9669 0.351
H 1.2904 5.3081 4.0719 0.450
H 2.8188 4.7471 2.0997 0.453
H 2.0834 3.7144 -0.9637 0.039
H 3.1707 2.4365 0.2837 0.045
H 0.0442 2.0694 0.5518 0.438
H -1.5704 2.4037 2.4592 0.552
C -4.9134 -1.3163 2.4131 -0.820
O -4.8368 -0.4811 1.2360 -0.442
C -3.6415 -0.5127 0.5719 0.884
C -2.5002 -1.2362 1.0098 -0.570
C -1.3146 -1.1536 0.2768 -0.709
C -1.2704 -0.4644 -0.9369 0.193
C 0.0252 -0.5140 -1.7577 -0.961
C 0.7157 -1.7443 -2.2168 0.412
C 2.0122 -1.7485 -2.8798 0.120
C 2.8386 -0.7466 -3.4022 -0.056
C 4.0239 -1.1226 -4.0770 -0.727
C 4.4265 -2.4692 -4.1440 -0.578
C 3.7166 -3.4586 -3.4407 -0.884
C 2.5344 -3.0762 -2.7975 0.129
N 1.5802 -3.8457 -2.1035 0.168
C 1.6204 -5.2766 -1.8519 -0.927
C 0.4858 -3.0604 -1.8039 -0.573
C -2.3808 0.3182 -1.3247 -0.253
C -3.5740 0.2677 -0.6073 -0.774
H -5.9290 -1.2141 2.7787 0.252
H -4.7190 -2.3628 2.1533 0.355
H -4.2144 -1.0085 3.2018 0.302
H -2.5451 -1.8094 1.9361 0.361
H -0.4338 -1.6647 0.6665 0.570
H 0.0039 0.2600 -2.5344 0.592
H 2.5646 0.3037 -3.2967 0.392
H 4.6157 -0.3768 -4.6110 0.361
H 5.3152 -2.7504 -4.7196 0.367
H 4.0290 -4.5037 -3.4137 0.257
H 2.4936 -5.7166 -2.3321 0.285
H 1.6326 -5.4833 -0.7731 0.298
H 0.7256 -5.7544 -2.2674 0.351
H -0.3445 -3.4435 -1.2189 0.589
H -2.3125 0.9647 -2.2091 0.379
H -4.4324 0.8666 -0.9186 0.436
```

Results
Charge: +1
LUMO level in hartree: -0.15780
Multiplicity: 1

Record 2
Molecular formula: C4H11NO
Method: DFT, ωB97M-V with the def2-TZVPD basis set

Structure (XYZ):
```
17
Properties=species:S:1:pos:R:3:lowdin_spin:R:1
C 0.2706 -1.0142 1.1583 0.014
C -0.3235 -0.4776 -0.0954 0.133
C -0.8178 -1.3203 -1.1120 0.543
C -0.8726 1.7570 0.8246 0.024
N -0.4621 0.8419 -0.2551 0.205
H 0.7217 -0.2214 1.7467 0.001
H 1.0430 -1.7439 0.9310 0.002
H -0.5122 -1.5592 1.7004 0.003
H -0.5327 -2.3558 -1.2515 0.022
H -1.5087 -0.9322 -1.8557 0.023
H -1.7935 2.2693 0.5263 0.006
H -0.1192 2.5396 0.9677 0.005
H -0.9939 1.2175 1.7599 0.002
H -0.9110 1.0153 -1.1484 0.003
H 2.6843 -0.4464 -0.7878 0.000
H 1.9177 0.6704 -1.4996 0.000
O 2.2098 -0.2399 -1.6092 0.014
```

Results
Charge: +1
LUMO level (alpha / beta) in hartree: -0.13779 / -0.25635
Multiplicity: 2
Energy above the lowest of the compared OMol25 structures with the same formula, charge and spin in eV: 0.817
Expectation value of S²: 0.7624

Record 3
Molecular formula: C39H108N15O14P5
Method: DFT, ωB97M-V with the def2-TZVPD basis set

Structure (XYZ):
```
181
Properties=species:S:1:pos:R:3:mulliken_charge:R:1
C -4.8384 -1.8581 -2.9174 -1.594
N -4.5691 -0.6945 -3.7644 0.580
C -4.5907 0.6318 -3.1319 -1.403
P -3.6999 -1.1851 -5.1077 0.288
O -2.3956 -1.8182 -4.8641 -0.977
N -4.8053 -2.2849 -5.7396 0.474
C -4.3236 -3.5856 -6.2209 -0.929
C -6.2472 -2.0686 -5.7528 -1.186
N -3.7161 0.0504 -6.2231 0.733
C -2.9456 -0.1798 -7.4247 -1.332
C -4.7554 1.0617 -6.3317 -1.088
H -5.7458 -2.3521 -3.2668 0.348
H -5.1305 -1.5250 -1.9139 0.509
H -3.9817 -2.4956 -2.7012 0.461
H -4.8664 0.5412 -2.0853 0.414
H -5.3031 1.3038 -3.6162 0.304
H -3.6289 1.1389 -3.1731 0.549
H -3.7932 -3.4821 -7.1757 0.253
H -3.6153 -4.0095 -5.5105 0.283
H -5.1789 -4.2333 -6.4031 0.349
H -6.5888 -1.7700 -6.7496 0.243
H -6.7339 -2.9804 -5.4078 0.481
H -6.4816 -1.2366 -5.0908 0.358
H -2.3491 0.6757 -7.7496 0.348
H -2.3054 -1.0525 -7.2999 0.368
H -3.6373 -0.4372 -8.2455 0.310
H -5.3499 0.8041 -7.2188 0.286
H -4.3207 2.0544 -6.4611 0.298
H -5.4058 1.0467 -5.4680 0.320
C 3.1601 1.5638 -3.6599 -0.928
N 4.4327 1.1931 -4.2605 0.393
C 4.3502 0.8685 -5.6920 -1.254
P 5.5723 0.4420 -3.3247 0.240
O 5.3724 0.6027 -1.8695 -0.964
N 5.6255 -1.1926 -3.6813 0.865
C 4.9872 -2.1429 -2.7962 -0.726
C 6.1166 -1.8016 -4.8911 -1.362
N 6.9947 0.9910 -3.9603 0.358
C 8.2145 0.4106 -3.4482 -0.957
C 7.1336 2.3489 -4.4492 -0.944
H 3.1312 2.6436 -3.4840 0.235
H 2.9140 1.0340 -2.7431 -0.016
H 2.3653 1.4038 -4.3920 0.499
H 4.2054 1.7944 -6.2439 0.353
H 3.5324 0.1513 -5.8188 0.390
H 5.2333 0.3309 -6.0231 0.429
H 4.6527 -1.6357 -1.8906 -0.499
H 4.0278 -2.4980 -3.2063 0.396
H 5.6540 -2.9608 -2.5194 0.457
H 5.2882 -2.0749 -5.5495 0.237
H 6.7955 -1.1493 -5.4463 0.481
H 6.7687 -2.6382 -4.6196 0.378
H 8.2263 -0.6800 -3.5189 0.306
H 9.0915 0.7612 -3.9934 0.369
H 8.3864 0.6406 -2.3872 0.279
H 7.2542 3.0653 -3.6246 0.317
H 6.2351 2.6309 -4.9893 0.251
H 8.0204 2.4382 -5.0749 0.347
C -4.6902 6.1278 5.7600 -1.052
N -3.8612 5.1064 5.1298 0.350
C -3.5573 3.9493 5.9715 -0.927
P -3.5356 5.1476 3.5008 0.234
O -3.5182 6.5035 2.9289 -0.904
N -2.0543 4.3755 3.4321 0.521
C -1.0219 4.8946 4.3084 -1.154
C -1.5731 4.1276 2.0651 -1.625
N -4.6584 4.1858 2.7522 0.429
C -4.7147 2.7421 2.8848 -0.828
C -5.8745 4.8638 2.2841 -1.125
H -5.5818 6.3613 5.1624 0.219
H -4.1968 7.1061 5.7884 0.307
H -4.9918 5.7834 6.7429 0.412
H -3.1227 4.2693 6.9191 0.510
H -2.8701 3.2722 5.4714 0.054
H -4.4606 3.3559 6.1693 0.423
H -0.3841 4.1165 4.7330 0.150
H -0.4183 5.6547 3.7971 0.391
H -1.4779 5.4162 5.1518 0.455
H -1.6542 5.0759 1.5127 0.459
H -0.5299 3.8220 2.0831 0.598
H -2.2217 3.4111 1.5642 0.289
H -3.9024 2.3939 3.5168 -0.066
H -5.6902 2.4584 3.2785 0.565
H -4.6204 2.2087 1.9255 0.322
H -6.2243 5.5211 3.0824 0.256
H -6.6273 4.1124 2.0656 0.456
H -5.6580 5.4713 1.4075 0.281
C -2.0718 0.3614 1.2058 -1.319
N -1.3947 -0.5410 0.2782 1.300
C -2.0864 -0.7964 -0.9624 -0.909
P -0.0825 -1.4513 0.7993 -0.655
O 0.2142 -1.2407 2.2217 -0.920
N -0.4347 -3.0038 0.3509 0.777
C -1.7796 -3.5485 0.3647 -1.207
C 0.6168 -3.9502 0.0261 -1.059
N 1.1882 -1.0357 -0.1940 1.095
C 1.9612 0.1114 0.2573 -0.820
C 1.1980 -1.2051 -1.6339 -0.161
H -1.4037 1.1647 1.5278 0.253
H -2.4039 -0.1764 2.0980 0.389
H -2.9135 0.8606 0.7265 0.395
H -1.4832 -1.2295 -1.7595 0.311
H -2.5022 0.1605 -1.2793 0.203
H -2.8971 -1.5274 -0.8383 0.199
H -2.1530 -3.6836 -0.6577 0.315
H -1.7756 -4.5410 0.8262 0.432
H -2.4422 -2.9038 0.9368 0.230
H 1.5749 -3.4768 -0.1559 0.102
H 0.7059 -4.6436 0.8714 0.374
H 0.3136 -4.5408 -0.8464 0.367
H 2.1460 0.0646 1.3257 0.297
H 2.9100 0.1215 -0.2909 0.166
H 1.4793 1.0744 0.0166 -0.060
H 0.7062 -2.1388 -1.8995 0.586
H 2.2446 -1.2996 -1.9476 -0.529
H 0.7727 -0.3378 -2.1533 -0.175
C 6.6093 -0.7235 2.9632 -1.117
N 6.3826 -1.7677 1.9598 0.682
C 6.8053 -1.4117 0.6073 -0.997
P 6.0332 -3.3247 2.4305 0.301
O 5.8800 -3.4784 3.8903 -0.930
N 4.6545 -3.8335 1.6580 0.276
C 4.5054 -3.8424 0.2195 -0.985
C 3.4122 -3.8614 2.3969 -1.034
N 7.2348 -4.2156 1.6974 0.328
C 7.0050 -5.6371 1.4683 -1.058
C 8.6115 -3.8826 2.0463 -1.170
H 6.1043 0.1703 2.5998 0.311
H 7.6827 -0.5597 3.1215 0.304
H 6.2093 -1.0375 3.9243 0.332
H 7.8883 -1.5406 0.5101 0.186
H 6.5336 -0.3823 0.3578 0.473
H 6.2473 -1.9879 -0.1237 0.067
H 4.2827 -2.8168 -0.0855 0.078
H 5.4666 -4.1339 -0.2210 0.359
H 3.8465 -4.6295 -0.1495 0.526
H 2.7614 -2.9909 2.2268 0.318
H 2.9149 -4.8242 2.2750 0.248
H 3.6228 -3.7315 3.4610 0.422
H 6.9268 -5.8779 0.4032 0.244
H 7.8168 -6.2394 1.8824 0.416
H 6.0908 -5.9654 1.9637 0.360
H 9.2739 -4.3007 1.2821 0.443
H 8.8782 -4.2450 3.0403 0.321
H 8.7793 -2.8104 1.9377 0.309
C -2.3311 -1.4865 8.1931 -0.695
O -1.2760 -0.7812 7.5310 -0.387
C -1.5212 0.4928 7.1894 0.973
O -2.4732 1.1195 7.5629 -0.543
O -0.5404 1.0467 6.4780 -0.336
C 0.3446 0.2266 5.6964 -0.637
H -1.8363 -2.2971 8.7212 0.261
H -3.0559 -1.8442 7.4689 0.247
H -2.7881 -0.8506 8.9491 0.319
H 0.4694 -0.7969 6.0200 0.340
H 1.3082 0.7314 5.6768 0.300
H -0.0319 0.2819 4.6731 0.202
C -1.5460 1.5649 -4.6725 0.098
O -0.4288 2.1364 -3.9780 -0.414
C -0.6635 2.7573 -2.8268 0.960
O -1.6933 2.7637 -2.2113 -0.655
O 0.4767 3.3412 -2.4714 -0.313
C 0.5395 4.2512 -1.3778 -0.796
H -2.1006 0.8076 -4.1372 -0.380
H -1.0998 1.1339 -5.5657 0.134
H -2.1848 2.3705 -5.0420 0.452
H -0.4489 4.4413 -0.9585 0.385
H 1.0886 5.1345 -1.6779 0.295
H 1.0692 3.7415 -0.5671 0.248
C -4.0587 -0.1379 4.9076 -0.092
O -5.3354 0.4536 4.6788 0.079
C -6.4135 -0.1891 5.0835 0.590
O -6.4365 -1.2958 5.5580 -0.591
O -7.4654 0.5949 4.8604 -0.308
C -8.7194 0.0776 5.3168 -0.710
H -3.3397 0.6747 4.9285 -0.146
H -3.8023 -0.7716 4.0527 0.279
H -4.0456 -0.7560 5.7992 0.058
H -8.9956 -0.8050 4.7459 0.285
H -9.4688 0.8572 5.2518 0.223
H -8.6101 -0.1895 6.3695 0.310
```

Results
Charge: 0
LUMO level in hartree: 0.01559
Multiplicity: 1
Energy above the lowest of the compared OMol25 structures with the same formula, charge and spin in eV: 0.000
SMILES: CN(C)P(=O)(N(C)C)N(C)C.CN(C)P(=O)(N(C)C)N(C)C.CN(C)P(=O)(N(C)C)N(C)C.CN(C)P(=O)(N(C)C)N(C)C.CN(C)P(=O)(N(C)C)N(C)C.COC(=O)OC.COC(=O)OC.COC(=O)OC

Record 4
Molecular formula: C21H35BO2P2Pb
Method: DFT, ωB97M-V with the def2-TZVPD basis set

Structure (XYZ):
```
62
Properties=species:S:1:pos:R:3:mulliken_charge:R:1
P 0.1427 -1.4685 -6.3536 1.219
P 0.1852 1.7394 -6.1430 1.019
C -0.2264 -0.4696 -7.8831 -1.128
C 0.4010 0.9330 -7.8166 -1.240
H -1.3245 -0.3970 -7.9735 0.441
H 0.1562 -1.0313 -8.7505 0.551
H 1.4866 0.8836 -8.0103 0.427
H -0.0526 1.6072 -8.5605 0.559
C -1.4869 2.4581 -6.3751 -1.429
H -1.7000 3.1477 -5.5471 0.391
H -2.2579 1.6752 -6.3778 0.380
H -1.5368 3.0123 -7.3240 0.485
C 1.2366 3.2195 -6.4277 -1.321
H 0.9105 3.7644 -7.3254 0.451
H 2.2836 2.9101 -6.5514 0.411
H 1.1631 3.8786 -5.5540 0.411
C -0.9892 -2.8912 -6.5844 -1.253
H -0.8568 -3.5733 -5.7327 0.410
H -0.7893 -3.4301 -7.5238 0.416
H -2.0303 -2.5330 -6.5840 0.395
C 1.7925 -2.1429 -6.7666 -1.394
H 2.5473 -1.3452 -6.7340 0.388
H 1.7994 -2.6067 -7.7620 0.460
H 2.0589 -2.8976 -6.0142 0.407
Pb 1.9469 -0.5531 1.0525 0.660
C 0.3994 1.7412 -2.3161 -0.440
C -0.9231 1.6170 -2.4336 -0.468
C -1.7448 0.7572 -3.3486 0.603
C -2.1906 -0.5748 -2.7166 -0.867
C -1.0475 -1.4558 -2.3501 -0.612
C 0.2553 -1.3504 -2.6459 -0.537
C 0.9920 -0.3920 -3.5380 1.130
C 1.4943 0.9238 -2.9198 -1.056
C 0.4716 -2.0501 1.7599 -1.364
H 0.7701 2.5636 -1.6966 0.504
H -1.5388 2.2848 -1.8205 0.399
H -1.1976 0.5544 -4.2760 -1.077
H -2.6426 1.3231 -3.6548 0.571
H -2.7733 -0.3489 -1.8091 0.416
H -2.8826 -1.0963 -3.4000 0.425
H -1.3368 -2.3046 -1.7268 0.488
H 0.9348 -2.0598 -2.1458 0.566
H 0.3559 -0.1176 -4.4028 -2.062
H 1.8507 -0.9364 -3.9740 0.755
H 2.2669 0.7192 -2.1604 0.415
H 2.0054 1.4916 -3.7206 0.380
H 0.7837 -2.3565 2.7724 0.389
H 0.5074 -2.8820 1.0343 0.386
H -0.5326 -1.5939 1.7772 0.326
O -0.7402 0.4523 2.7949 -0.398
B 0.5118 0.8392 2.2228 0.475
O 0.9749 1.9611 2.9847 -0.449
C 0.2360 1.9738 4.1264 0.729
C 0.7510 2.2961 5.3721 -0.746
C 0.2149 1.6146 6.4711 -0.359
C -0.9026 0.7947 6.3449 -0.325
C -1.4988 0.5773 5.0988 -0.802
C -0.8540 1.0798 4.0020 0.724
H 1.6149 2.9447 5.4530 0.479
H 0.7206 1.7357 7.4318 0.408
H -1.3076 0.3070 7.2236 0.423
H -2.4025 -0.0319 4.9886 0.456
```

Results
Charge: +2
LUMO level (alpha / beta) in hartree: -0.30658 / -0.33247
Multiplicity: 1
Energy above the lowest of the compared OMol25 structures with the same formula, charge and spin in eV: 0.000

Here are the calculated molecular weight numbers, same order: 373.28, 89.14, 1166.25, 599.47 (g mol⁻¹).